8
Properties=species:S:1:pos:R:3:forces:R:3 method="wB97M-V/def2-TZVPD" relative_energy_kcal_mol=27.3 spin_multiplicity=1 e_lumo_ha="-0.0402 / -0.0307" homo_energy_ev="-5.4 / -5.0"
O -1.320594 -0.503081 0.839449 0.4 1.1 -0.6
C -0.154678 0.133207 0.929464 0.0 -1.0 1.0
C 0.925496 -0.230823 0.123916 -1.6 1.8 -0.5
O 0.356425 -0.412368 -1.154720 0.9 -2.0 -1.7
C 0.148919 0.989313 -1.303433 0.2 -0.3 0.6
Sr -2.004887 -0.601311 -1.434820 0.9 0.6 1.2
H 0.040701 0.829699 1.759398 -0.3 -0.5 0.2
H 2.008618 -0.204637 0.240745 -0.5 0.5 -0.2